No. 1
{
  "formula": "C6H6N4S",
  "method": "ωB97M-V/def2-TZVPD",
  "symbols": ["N", "N", "C", "C", "C", "N", "H", "C", "H", "H", "H", "H", "C", "H", "N", "C", "S"],
  "positions_angstrom": [[1.4665, 0.8231, -1.0801], [0.9929, -1.3527, -1.7745], [-0.1120, -1.3652, -1.0259], [0.3248, 0.9394, -0.2992], [-0.1825, 1.7317, 2.3241], [-0.9439, -2.3682, -0.9184], [2.7526, 0.0069, -2.4223], [-1.8205, -0.6634, 0.2938], [-0.5923, 2.5986, 2.7811], [-2.4477, -0.1093, 0.9706], [0.7974, 1.3280, 2.4648], [-0.9197, 0.6352, 2.3727], [1.7868, -0.2447, -1.7868], [1.3232, -2.1542, -2.1620], [-2.0636, -1.9232, -0.0896], [-0.4939, -0.2316, -0.2489], [0.1318, 2.3497, 0.6005]],
  "max_force_ev_per_a": 5.4,
  "homo_energy_ev": -8.8571,
  "de_lowest_kj_mol": 356.0,
  "energy_ev": -23111.798,
  "smiles": "CSc1nc[nH]c2nncc1-2",
  "gap_ha": 0.2970,
  "total_charge": 0,
  "lumo_energy_ev": -0.78
}

No. 2
{
  "formula": "C6H6N9",
  "method": "ωB97M-V/def2-TZVPD",
  "symbols": ["N", "N", "N", "N", "C", "C", "H", "H", "H", "C", "C", "N", "H", "N", "N", "H", "C", "N", "C", "H", "N"],
  "positions_angstrom": [[-0.3516, -2.7795, -0.8829], [-3.1216, 0.2798, 0.2416], [-1.7393, -0.3816, -1.3150], [-2.8657, 0.1432, -1.0380], [0.3420, -0.5261, -0.2185], [0.9200, 0.4645, 0.5876], [3.4037, 2.0535, 1.4454], [-0.4763, 1.4711, 2.2720], [0.9981, -2.7006, -2.5907], [0.5204, -2.2778, -1.6839], [-2.1111, -0.1457, 0.9092], [0.9346, -1.0150, -1.2951], [1.8591, -0.6083, -1.3955], [2.2174, 0.7779, 0.4627], [2.5193, 1.5731, 1.4502], [-2.0334, -0.2454, 1.9012], [-1.1662, -0.6985, -0.1021], [-0.8125, -2.1705, 0.0728], [0.4206, 1.2374, 1.7295], [-3.5208, 0.5241, -1.7356], [1.4627, 1.9085, 2.2175]],
  "max_force_ev_per_a": 4.9,
  "homo_energy_ev": [-12.6082, -12.6114],
  "energy_ev": -19716.980,
  "gap_ha": [0.2463, 0.2467],
  "total_charge": 1,
  "lumo_energy_ev": [-5.91, -5.90]
}

No. 3
{
  "formula": "C6H6NO2",
  "method": "ωB97M-V/def2-TZVPD",
  "symbols": ["C", "C", "O", "H", "C", "C", "H", "H", "C", "C", "H", "H", "O", "N", "H"],
  "positions_angstrom": [[3.3861, -1.0927, 0.1618], [4.5868, 1.5507, -0.4857], [-1.1189, -2.2084, -0.4625], [-2.0039, -0.4121, 0.9449], [2.0223, -1.0126, 0.0554], [0.8229, -0.9665, -0.2064], [-0.2829, 0.3039, 1.1769], [-0.7054, -0.6907, -1.5257], [-1.2005, 0.0726, 0.5515], [-0.6023, -0.9572, -0.4645], [-1.4976, -2.4795, 0.4259], [-1.7711, 0.9403, 0.0971], [4.3577, -1.6596, 0.3519], [3.8801, 0.7220, -0.2307], [5.3118, 2.3666, -0.7816]],
  "max_force_ev_per_a": 5.0,
  "homo_energy_ev": -14.9522,
  "de_lowest_kj_mol": 264.6,
  "energy_ev": -11892.206,
  "gap_ha": 0.3555,
  "total_charge": 1,
  "lumo_energy_ev": -5.28
}

No. 4
{
  "formula": "C6H6NOS2",
  "method": "ωB97M-V/def2-TZVPD",
  "symbols": ["H", "H", "H", "H", "S", "C", "C", "H", "S", "H", "C", "C", "C", "N", "C", "O"],
  "positions_angstrom": [[-1.1414, 2.0346, -0.3002], [-2.2835, -0.2798, 1.3390], [-0.7649, -1.2002, 1.4653], [-0.7125, 0.6112, 1.6317], [2.7935, 1.3705, 1.9972], [-1.1849, -0.2089, 1.0730], [2.1764, -1.4700, -0.7675], [-1.5063, 1.3176, -1.9414], [0.6329, -2.1235, -1.0560], [-2.7480, 1.3268, -0.6442], [-1.0439, 0.0171, -0.4097], [-0.4032, -0.6908, -1.3097], [-1.6991, 1.2761, -0.8827], [2.0627, -0.3400, 0.0155], [2.5478, 0.3448, 0.8632], [3.2743, -1.9854, -1.0734]],
  "max_force_ev_per_a": 2.7,
  "homo_energy_ev": [-2.4064, -2.4046],
  "de_lowest_kj_mol": 35.9,
  "energy_ev": -31525.647,
  "gap_ha": [0.1989, 0.1988],
  "total_charge": -1,
  "lumo_energy_ev": [3.01, 3.01]
}

No. 5
{
  "formula": "C6H6O",
  "method": "ωB97M-V/def2-TZVPD",
  "symbols": ["H", "C", "C", "H", "C", "H", "C", "C", "O", "H", "H", "C", "H"],
  "positions_angstrom": [[0.1227, 1.9455, 0.8312], [1.7961, -0.3338, 0.4299], [-0.5155, -1.0527, -0.5595], [4.0171, -0.6541, 0.7916], [0.4267, -0.0754, 0.1279], [-2.3528, 0.6249, 0.6117], [-0.2521, 1.0516, 0.3478], [2.9696, -0.5169, 0.6339], [-1.5277, -0.2219, -1.0907], [-0.9505, -1.7479, 0.1788], [-0.0539, -1.6349, -1.3609], [-1.6456, 0.8744, -0.1997], [-2.0341, 1.7412, -0.7419]],
  "max_force_ev_per_a": 0.4,
  "homo_energy_ev": -9.0506,
  "de_lowest_kj_mol": 263.3,
  "energy_ev": -8363.777,
  "smiles": "C#CC1=CCOC1",
  "gap_ha": 0.3694,
  "total_charge": 0,
  "lumo_energy_ev": 1.00
}

No. 6
{
  "formula": "C6H6O",
  "method": "ωB97M-V/def2-TZVPD",
  "symbols": ["C", "H", "C", "H", "H", "O", "H", "H", "C", "C", "H", "C", "C"],
  "positions_angstrom": [[1.3873, -0.6147, 2.1870], [0.6597, 1.1616, -0.5018], [-1.2468, 0.3011, -0.2625], [0.6446, -0.4497, -2.2311], [0.3165, -1.8294, -1.1199], [-1.2988, -0.5210, -1.4247], [-0.6929, 2.0695, 0.5938], [1.8381, -0.9092, 3.1093], [0.1049, -0.7774, -1.3375], [-0.7256, 1.6453, -0.4257], [-1.9242, 0.0087, 0.5383], [0.8755, -0.2835, 1.1483], [0.2800, 0.1138, -0.0961]],
  "max_force_ev_per_a": 0.5,
  "homo_energy_ev": -8.7629,
  "de_lowest_kj_mol": 655.3,
  "energy_ev": -8359.715,
  "gap_ha": 0.3558,
  "total_charge": 0,
  "lumo_energy_ev": 0.92
}

No. 7
{
  "formula": "C6H6O2",
  "method": "ωB97M-V/def2-TZVPD",
  "symbols": ["H", "H", "C", "H", "C", "C", "H", "O", "C", "O", "C", "H", "C", "H"],
  "positions_angstrom": [[-0.8278, -0.1749, -2.3317], [2.2892, 0.3889, 0.2319], [-0.9795, -0.0410, 0.0921], [0.6961, -2.3142, -0.5077], [1.2570, 0.2232, 0.0232], [0.1895, 0.2827, 0.9909], [1.6666, 1.2350, -1.7858], [0.0935, 0.4813, 2.1364], [-0.2831, -0.1528, -1.2403], [-2.0637, -0.5870, 0.3885], [0.6543, 0.9882, -1.1924], [0.0218, 1.8707, -1.0541], [0.8806, -1.1354, -0.8524], [1.6031, -1.1489, -1.6779]],
  "max_force_ev_per_a": 5.9,
  "homo_energy_ev": -9.3686,
  "de_lowest_kj_mol": 289.2,
  "energy_ev": -10410.412,
  "gap_ha": 0.3356,
  "total_charge": 0,
  "lumo_energy_ev": -0.24
}

No. 8
{
  "formula": "C6H6O2",
  "method": "ωB97M-V/def2-TZVPD",
  "symbols": ["H", "C", "C", "C", "C", "O", "H", "H", "O", "H", "H", "C", "C", "H"],
  "positions_angstrom": [[-0.1842, -2.1092, 1.7720], [-0.8483, 1.5263, -0.5202], [1.0559, -1.2490, 0.1337], [0.2825, 1.8395, -1.1480], [0.8286, 0.0535, -0.0342], [1.3800, 1.0352, -0.7890], [-0.4788, 0.9060, 1.4744], [-1.7816, 2.0744, -0.6053], [-1.2312, -0.7697, 0.5702], [1.8694, -1.8740, -0.2509], [0.4906, 2.6011, -1.9199], [-0.5146, 0.4555, 0.4900], [-0.2527, -1.8086, 0.7037], [-0.6156, -2.6810, 0.1235]],
  "max_force_ev_per_a": 1.1,
  "homo_energy_ev": -8.6999,
  "de_lowest_kj_mol": 156.5,
  "energy_ev": -10411.788,
  "smiles": "C1=C[C@H]2OCC=C2O1",
  "gap_ha": 0.3572,
  "total_charge": 0,
  "lumo_energy_ev": 1.02
}